{"formula": "C41H92F6N5P", "method": "ωB97M-V/def2-TZVPD", "symbols": ["P", "F", "F", "F", "F", "F", "F", "C", "C", "C", "N", "C", "C", "C", "C", "C", "H", "H", "H", "H", "H", "H", "H", "H", "H", "H", "H", "H", "H", "H", "H", "H", "H", "H", "C", "C", "C", "N", "C", "C", "C", "C", "C", "H", "H", "H", "H", "H", "H", "H", "H", "H", "H", "H", "H", "H", "H", "H", "H", "H", "H", "C", "C", "C", "N", "C", "C", "C", "C", "C", "H", "H", "H", "H", "H", "H", "H", "H", "H", "H", "H", "H", "H", "H", "H", "H", "H", "H", "C", "C", "C", "N", "C", "C", "C", "C", "C", "H", "H", "H", "H", "H", "H", "H", "H", "H", "H", "H", "H", "H", "H", "H", "H", "H", "H", "C", "C", "C", "N", "C", "C", "C", "C", "C", "C", "H", "H", "H", "H", "H", "H", "H", "H", "H", "H", "H", "H", "H", "H", "H", "H", "H", "H", "H", "H"], "xyz": [[-8.7444, 2.4654, -17.5237], [-8.3151, 3.5036, -18.6950], [-8.1670, 3.6524, -16.4782], [-10.3187, 2.9885, -17.4747], [-9.1057, 1.3404, -16.4198], [-9.3617, 1.4706, -18.7355], [-7.3215, 1.7576, -17.6180], [-8.2816, 11.4090, -18.9768], [-7.8326, 10.1534, -18.1944], [-8.8875, 9.1159, -17.5801], [-8.4747, 7.6906, -17.6976], [-9.6552, 6.8860, -17.0970], [-8.1877, 7.1864, -19.1753], [-6.6417, 6.9339, -19.1689], [-6.1811, 6.6807, -17.7178], [-7.1001, 7.4929, -16.8694], [-7.6926, 11.6571, -19.8598], [-8.3590, 12.3336, -18.4048], [-9.2802, 11.3201, -19.4047], [-7.2483, 10.6188, -17.4006], [-7.1498, 9.6659, -18.8903], [-9.7264, 9.2016, -18.2708], [-9.2062, 9.4951, -16.6091], [-9.7160, 7.2100, -16.0581], [-9.2946, 5.8575, -17.1074], [-10.6346, 7.1428, -17.5007], [-8.8142, 6.3166, -19.3726], [-8.4715, 7.9944, -19.8497], [-6.2490, 6.0657, -19.6983], [-6.1592, 7.8417, -19.5311], [-6.3822, 5.6338, -17.4904], [-5.1425, 6.9648, -17.5486], [-7.2389, 7.1660, -15.8389], [-6.7014, 8.4456, -16.5208], [-7.6299, 0.9808, -12.2418], [-6.4728, 0.7065, -13.1584], [-5.9565, 1.8625, -14.1259], [-4.7095, 1.4583, -15.0037], [-4.9182, 0.1578, -15.7195], [-3.4434, 1.4471, -14.1118], [-3.0430, 2.8410, -13.9220], [-3.2622, 3.4667, -15.3515], [-4.3781, 2.6328, -15.9815], [-8.6514, 0.9620, -12.6214], [-7.5384, 2.0345, -11.9783], [-7.5187, 0.3642, -11.3499], [-6.7504, -0.0985, -13.8389], [-5.6408, 0.3776, -12.5358], [-5.7338, 2.7608, -13.5500], [-6.8056, 2.0426, -14.7852], [-4.9078, -0.6822, -15.0250], [-4.0661, 0.0507, -16.3908], [-5.9289, 0.2519, -16.1166], [-2.7048, 0.9556, -14.7450], [-3.6553, 0.8218, -13.2445], [-1.9925, 2.9479, -13.6515], [-3.6216, 3.3272, -13.1366], [-2.3602, 3.2506, -15.9239], [-3.3476, 4.5532, -15.3362], [-4.1991, 2.3035, -17.0050], [-5.2819, 3.2304, -16.1000], [-11.5108, -2.8978, -13.9928], [-10.6102, -2.7009, -15.2247], [-9.2744, -3.3946, -15.2390], [-8.5207, -3.2523, -16.6158], [-9.4152, -3.9345, -17.7204], [-7.1774, -3.8597, -16.6570], [-6.2625, -2.9297, -17.4001], [-7.1050, -1.8558, -17.9833], [-8.2979, -1.7669, -17.1114], [-11.0384, -2.3440, -13.1815], [-11.5929, -3.9082, -13.5924], [-12.4294, -2.3941, -14.2941], [-10.5108, -1.6335, -15.4219], [-11.2412, -3.2524, -15.9217], [-9.4227, -4.4685, -15.1256], [-8.6279, -2.8476, -14.5528], [-9.5500, -5.0070, -17.5807], [-8.9455, -3.8851, -18.7028], [-10.3314, -3.3625, -17.8672], [-7.1778, -4.8882, -17.0179], [-6.8502, -3.8976, -15.6180], [-5.5321, -3.2736, -18.1325], [-5.6669, -2.4935, -16.5982], [-7.4533, -2.0614, -18.9955], [-6.6062, -0.8867, -17.9872], [-9.2095, -1.3889, -17.5743], [-8.2376, -1.1398, -16.2219], [-12.8164, 0.7936, -18.4246], [-13.9716, -0.1956, -18.0637], [-13.9371, -1.3314, -19.0579], [-14.7954, -2.5892, -18.6990], [-14.0243, -3.5409, -17.6679], [-16.1338, -2.2193, -18.0908], [-17.0824, -3.2667, -18.6578], [-16.5973, -3.4615, -20.1091], [-15.1012, -3.4104, -20.0171], [-12.9460, 1.3924, -19.3262], [-11.8877, 0.2399, -18.5626], [-12.4464, 1.3443, -17.5598], [-14.9212, 0.3311, -18.1575], [-13.8072, -0.5181, -17.0355], [-12.9158, -1.6943, -19.1729], [-14.3780, -1.1180, -20.0316], [-13.5572, -2.9943, -16.8487], [-13.1588, -3.9051, -18.2214], [-14.6250, -4.4431, -17.5523], [-16.1760, -2.4175, -17.0198], [-16.5252, -1.2432, -18.3776], [-16.9141, -4.2480, -18.2141], [-18.1628, -3.1239, -18.6737], [-17.1163, -4.2776, -20.6118], [-16.8595, -2.5873, -20.7050], [-14.6712, -4.3758, -19.7503], [-14.5120, -2.9827, -20.8284], [-13.2695, 4.6064, -23.6826], [-12.0306, 4.5924, -22.8154], [-10.8443, 3.8092, -23.4307], [-9.6680, 3.4695, -22.4534], [-8.6470, 2.5599, -23.1039], [-7.8587, 3.2778, -24.2148], [-7.3081, 4.6870, -23.6898], [-8.3454, 5.5016, -22.9047], [-8.9738, 4.6787, -21.7900], [-10.1942, 2.7022, -21.1634], [-13.0028, 4.2988, -24.6937], [-13.7217, 5.5972, -23.6383], [-14.0660, 3.9676, -23.3011], [-12.3682, 4.3278, -21.8134], [-11.6713, 5.6058, -22.6364], [-10.4937, 4.2356, -24.3706], [-11.1514, 2.8141, -23.7527], [-9.0473, 1.5706, -23.3256], [-7.9718, 2.3054, -22.2870], [-8.5562, 3.3846, -25.0455], [-7.0150, 2.6476, -24.4960], [-6.9170, 5.3231, -24.4838], [-6.3704, 4.4964, -23.1678], [-9.0225, 6.1088, -23.5054], [-7.7518, 6.2087, -22.3253], [-9.7512, 5.3051, -21.3525], [-8.2413, 4.3160, -21.0688], [-9.5572, 1.8193, -21.1101], [-11.2253, 2.4198, -21.3760], [-10.2359, 3.2459, -20.2196]], "forces_ev_per_angstrom": [[-1.95, 0.17, -1.10], [-0.34, 0.15, -0.19], [-1.03, -1.86, -0.28], [1.66, 0.78, 0.66], [-0.10, 0.72, 0.52], [1.08, -0.20, 0.65], [0.93, 0.08, -0.13], [-1.68, 0.22, -0.45], [0.37, 0.37, 0.27], [0.57, 2.65, -3.02], [0.28, -0.54, 1.35], [1.83, 0.34, 0.96], [1.16, 0.51, 1.42], [0.11, 0.20, 0.33], [-1.09, -0.13, -0.26], [-0.99, 0.90, 0.79], [0.51, -0.36, 0.28], [0.26, -0.26, 0.37], [-0.28, -0.32, 0.02], [0.34, -0.73, 0.23], [0.08, -0.44, 0.37], [-0.41, -0.04, 0.27], [0.19, -0.93, 0.25], [0.12, -0.12, 0.07], [-0.76, -0.16, -0.20], [0.43, -0.28, -0.76], [0.16, -0.01, 0.36], [0.05, -0.05, 0.09], [-0.60, 0.21, -0.68], [0.06, -0.16, -0.20], [0.44, -0.17, 0.03], [-0.06, -0.23, -0.09], [-0.99, -1.21, -0.31], [-0.12, 0.71, -1.39], [-0.11, 1.65, 0.39], [1.31, -0.21, -1.75], [-0.72, -1.43, 0.55], [0.04, 1.40, 1.06], [-0.05, 0.69, 0.83], [-0.63, -1.83, -0.89], [0.09, 1.83, -0.37], [0.97, -1.12, 0.64], [-1.46, 0.76, 0.19], [0.19, -0.61, -0.43], [0.01, 0.07, 0.75], [-0.31, 0.16, -0.05], [0.20, -0.39, 0.09], [0.05, -0.14, -0.11], [0.29, -0.03, -0.30], [0.37, 0.36, -0.42], [0.11, 0.24, 0.21], [-0.52, -0.08, -0.41], [0.33, -0.26, -0.75], [0.10, -0.27, 0.13], [0.13, 0.22, 0.01], [-0.09, -0.20, 0.11], [-0.04, 0.16, -0.12], [0.16, 0.14, 0.07], [-0.56, -0.21, -0.05], [0.40, -0.61, 0.34], [-0.25, -0.18, 0.30], [1.61, 1.10, 0.70], [-0.95, -1.32, -0.47], [0.64, 0.89, -1.04], [-2.82, 0.16, -2.08], [0.79, 0.68, -0.20], [0.61, -1.32, 1.08], [1.50, 0.69, 0.39], [-0.53, 1.18, -0.80], [-1.61, -0.55, 1.50], [-0.42, 0.22, 0.30], [-0.38, -0.10, -0.61], [-0.27, -0.44, 0.63], [-0.18, -0.07, -0.28], [0.20, 0.63, -1.01], [0.54, 0.10, 0.54], [0.32, -0.80, 0.35], [-0.17, 0.21, 0.74], [0.64, 0.30, 0.23], [-0.03, -0.28, 0.59], [-0.40, 0.10, -0.09], [0.01, -0.26, -0.01], [-0.35, -0.76, 0.16], [0.34, 0.26, -0.20], [0.31, -0.09, -0.12], [0.02, -0.04, -0.27], [0.02, -0.34, -0.23], [0.60, -0.13, 0.20], [0.70, -0.97, 0.64], [0.59, 1.06, -0.75], [-0.88, -1.53, 0.22], [0.97, -0.01, 1.24], [0.21, 0.75, -2.62], [-1.56, -1.29, 0.04], [0.33, -1.34, -1.65], [-0.70, 1.62, -0.38], [0.98, -1.02, 1.62], [-0.32, 0.13, 0.31], [0.06, -0.52, -0.56], [-0.87, 0.75, -0.08], [0.00, -0.05, 0.39], [-0.21, -0.18, -0.03], [-0.06, -0.12, -0.21], [0.41, 0.74, 0.05], [-1.08, 0.01, 0.35], [0.05, 0.06, -0.37], [-0.24, 0.50, 0.88], [0.70, 0.84, 0.09], [0.69, 0.12, 0.09], [-0.07, 0.05, 0.59], [0.21, 0.60, 0.48], [0.72, -0.36, 0.10], [-0.43, 0.21, 0.00], [-0.06, -0.16, -0.49], [-0.35, 0.03, 0.02], [-0.29, 0.11, -0.22], [1.02, 0.59, 0.65], [-0.25, -1.10, 1.03], [-1.02, -0.08, 2.39], [1.23, 0.65, 0.67], [-0.43, 1.02, 0.79], [-0.44, -0.94, -1.12], [1.81, -0.16, 1.22], [-0.84, 0.38, -2.69], [-0.66, -0.55, -1.85], [-0.44, 0.31, -0.17], [0.17, 0.03, -0.52], [0.28, -0.39, -0.10], [0.57, -0.76, 0.12], [0.00, 0.29, -0.35], [0.36, 0.55, 0.45], [-0.25, -0.19, 0.22], [-0.66, 0.39, -0.60], [0.28, 0.31, 0.14], [0.42, 0.17, -0.34], [-0.19, 0.02, -0.20], [-0.41, -0.28, -0.53], [-0.31, -0.13, 0.80], [-0.21, -0.46, -0.06], [0.05, 0.57, -0.19], [-0.08, -0.48, 0.42], [-0.22, -0.13, -0.06], [-0.28, 0.23, 0.44], [0.13, -0.28, -0.12], [0.60, 0.39, -0.50]], "lowdin_charge": [0.26, -0.18, -0.19, -0.18, -0.16, -0.22, -0.15, -0.09, -0.19, -0.12, -0.20, 0.04, -0.03, -0.13, -0.15, -0.07, 0.08, 0.08, 0.07, 0.11, 0.09, 0.12, 0.15, 0.10, 0.08, 0.11, 0.10, 0.13, 0.11, 0.11, 0.10, 0.13, 0.13, 0.13, -0.09, -0.23, -0.06, -0.22, 0.00, -0.11, -0.14, -0.11, -0.09, 0.08, 0.08, 0.09, 0.08, 0.11, 0.13, 0.11, 0.10, 0.12, 0.08, 0.14, 0.14, 0.14, 0.12, 0.12, 0.12, 0.13, 0.11, -0.07, -0.26, -0.08, -0.20, 0.04, -0.12, -0.14, -0.18, -0.09, 0.08, 0.09, 0.08, 0.12, 0.08, 0.15, 0.14, 0.12, 0.11, 0.08, 0.15, 0.14, 0.14, 0.10, 0.13, 0.11, 0.12, 0.12, -0.08, -0.20, -0.12, -0.20, 0.06, -0.11, -0.14, -0.15, -0.07, 0.08, 0.05, 0.07, 0.11, 0.11, 0.12, 0.13, 0.09, 0.08, 0.11, 0.14, 0.14, 0.12, 0.14, 0.14, 0.12, 0.12, 0.13, -0.08, -0.24, -0.08, -0.20, -0.13, -0.11, -0.14, -0.17, -0.13, 0.03, 0.09, 0.09, 0.08, 0.11, 0.10, 0.13, 0.13, 0.14, 0.13, 0.11, 0.12, 0.12, 0.11, 0.13, 0.11, 0.12, 0.12, 0.08, 0.09, 0.08], "total_charge": 4, "orbital_gap_ev": 11.179, "e_above_lowest_kcal_mol": 123.2, "e_homo_ev": -18.628}